Entry 1:
C20H30N5O3Re | ωB97M-V/def2-TZVPD

The geometry in ORCA input format:
```
! RIJCOSX wB97M-V def2-TZVPD def2/J DEFGRID3
* xyz 3 4
Re 0.4721 -0.1738 -0.0050
N 1.3814 -2.1340 0.0146
C 2.8434 -2.0785 0.2923
C 2.9945 -1.1670 1.4806
N 2.3626 0.1556 1.1786
C 2.3152 0.9379 2.4505
C 1.7774 2.3227 2.2109
N 0.4552 2.1823 1.5997
H 0.9299 -2.7269 0.7134
H 1.2053 -2.5727 -0.8893
H 3.3337 -1.6745 -0.5923
H 3.2425 -3.0737 0.4856
H 4.0390 -1.0324 1.7646
H 2.4675 -1.5792 2.3435
H 2.9948 0.6465 0.5432
H 3.3188 0.9751 2.8795
H 1.6759 0.3836 3.1390
H 2.4273 2.8739 1.5257
H 1.7734 2.8742 3.1549
H 0.1082 3.0804 1.2765
H -0.2150 1.8525 2.2896
C 2.5971 -0.0308 -3.8990
C 1.9666 0.6557 -2.7401
O 1.6545 -0.0233 -1.7089
N 1.7341 1.9480 -2.7841
C 1.1600 2.6845 -1.6622
C -0.3301 2.5085 -1.5116
C -1.2023 3.3908 -2.1223
C -2.5663 3.2795 -1.8990
C -3.0166 2.2953 -1.0343
C -2.0966 1.4347 -0.4723
N -0.7772 1.5130 -0.7175
H 3.2594 -0.8181 -3.5460
H 3.1509 0.6595 -4.5314
H 1.8110 -0.4973 -4.4972
H 1.9986 2.4519 -3.6206
H 1.3914 3.7381 -1.8064
H 1.6611 2.3664 -0.7458
H -0.8113 4.1799 -2.7510
H -3.2589 3.9629 -2.3713
H -4.0646 2.1938 -0.7910
H -2.4147 0.6627 0.2154
C -2.7536 -2.5313 -1.6680
C -1.9578 -1.8969 -0.5812
O -0.9736 -1.1875 -0.9840
C -2.2683 -2.0639 0.8021
C -3.3551 -2.8977 1.1731
C -3.6907 -3.0846 2.4897
C -2.9515 -2.4378 3.4862
C -1.8883 -1.6120 3.1681
C -1.5394 -1.4197 1.8384
O -0.5021 -0.5922 1.5965
H -2.3500 -2.2526 -2.6363
H -3.7977 -2.2205 -1.6038
H -2.7368 -3.6183 -1.5671
H -3.9283 -3.3984 0.4068
H -4.5190 -3.7248 2.7560
H -3.2148 -2.5820 4.5259
H -1.3224 -1.1073 3.9380
*
```

## Properties
DFT total energy = -1357.0515 Eh
E_HOMO (alpha / beta) = -0.6343 / -0.6462 Ha

Atomic partial charges in e from the Mulliken method, atoms 1 to 2: 2.49 -0.56

---

Entry 2:
C20H30O15 | ωB97M-V/def2-TZVPD

The geometry in ORCA input format:
```
! RIJCOSX wB97M-V def2-TZVPD def2/J DEFGRID3
* xyz 1 2
C 0.2399 0.7633 -1.3992
C 0.1285 -0.5447 -0.5506
C -0.4318 -1.7224 -1.3978
O 0.6955 -2.6357 -1.3613
C 1.6950 -2.1879 -0.5293
O 2.5263 -2.8651 -0.0275
O 1.4499 -0.8934 -0.1735
H -0.6651 0.9419 -1.9799
H 1.0612 0.7931 -2.1152
H 0.3831 1.6643 -0.8027
H -0.6482 -0.3106 0.1775
H -0.5645 -1.3999 -2.4305
H -1.1948 -2.2996 -0.8755
C -0.9478 4.8488 -2.4124
C -2.2867 4.1478 -2.5866
C -3.4069 4.9837 -1.9907
O -4.3419 5.1243 -2.9814
C -3.9038 4.4715 -4.1558
O -4.4265 4.3390 -5.2863
O -2.7321 3.9103 -3.9343
H -0.1745 4.6650 -3.1583
H -0.5256 4.6154 -1.4350
H -1.1877 5.9121 -2.4043
H -2.1690 3.1994 -2.0625
H -2.9992 5.9280 -1.6298
H -3.7755 4.4143 -1.1374
C 3.9279 -3.9627 2.9982
C 4.5120 -5.1263 3.7585
C 5.3852 -6.0833 3.0006
O 6.5276 -6.2291 3.9165
C 6.5397 -5.3151 4.8108
O 7.3864 -5.1709 5.6788
O 5.5048 -4.5156 4.6000
H 3.5049 -3.1530 3.5928
H 3.0488 -4.0682 2.3624
H 4.6362 -3.4523 2.3456
H 3.7438 -5.5219 4.4229
H 5.8050 -5.7372 2.0561
H 4.9812 -7.0916 2.9095
C -6.6327 0.8122 -3.9167
C -5.2243 0.5684 -3.4784
C -4.8998 0.8602 -2.0516
O -4.0800 -0.2590 -1.7967
C -3.9498 -1.1197 -2.8584
O -3.2995 -2.1621 -2.8148
O -4.7128 -0.6953 -3.7962
H -7.0347 0.5703 -4.9006
H -6.9632 1.8220 -3.6731
H -7.1954 0.1953 -3.2160
H -4.5611 1.2662 -3.9896
H -5.7742 0.8684 -1.4009
H -4.3693 1.8111 -2.0019
C 3.8149 1.5509 2.6013
C 2.6951 0.4485 2.9231
C 2.2483 0.2599 4.3613
O 0.9738 0.9357 4.3414
C 0.5028 0.9863 3.0014
O -0.5242 1.3941 2.5871
O 1.5568 0.7751 2.2260
H 4.5276 1.5217 3.4255
H 3.4095 2.5627 2.6033
H 4.3056 1.3857 1.6421
H 2.9941 -0.5391 2.5719
H 2.8741 0.5264 5.2131
H 2.0173 -0.7816 4.5850
*
```

## Properties
relative energy (zero: lowest compared OMol25 entry of this formula, charge and spin) = 45.9 kJ/mol
DFT total energy = -1908.2686 Eh
E_HOMO (alpha / beta) = -0.4496 / -0.4489 Ha

Atomic partial charges in e from the Mulliken method, atoms 1 to 2: -1.67 0.82

---

Entry 3:
C20H30O19S | ωB97M-V/def2-TZVPD

The geometry in ORCA input format:
```
! RIJCOSX wB97M-V def2-TZVPD def2/J DEFGRID3
* xyz 0 1
C -16.5490 -1.6736 11.5494
C -17.5405 -2.5890 10.8007
O -17.6547 -1.9414 9.5726
C -17.1191 -0.7021 9.6273
O -17.1723 0.1265 8.6873
O -16.6470 -0.4835 10.8124
H -15.6016 -2.1570 11.3112
H -16.7425 -1.5943 12.6191
H -18.4777 -2.4898 11.3483
H -17.1976 -3.6206 10.7220
C -21.4846 0.9754 11.9100
C -20.4358 0.4918 10.8445
O -21.2091 -0.4391 10.1292
C -22.5494 -0.1730 10.3430
O -23.4437 -0.8184 9.8387
O -22.7209 0.8125 11.2081
H -21.3226 2.0311 12.1275
H -21.4367 0.3589 12.8076
H -19.7088 -0.1102 11.3896
H -20.0323 1.2400 10.1622
C -25.7112 -4.4866 6.7676
C -24.4709 -4.0548 7.4996
O -24.5434 -4.7923 8.6278
C -25.5249 -5.6710 8.5999
O -25.6429 -6.5791 9.4345
O -26.2957 -5.4361 7.5731
H -25.4009 -5.0383 5.8803
H -26.3790 -3.7062 6.4029
H -24.5473 -3.0198 7.8328
H -23.5570 -4.2387 6.9348
C -24.3306 -0.2091 16.0548
C -25.4841 0.2095 17.0103
O -26.3777 -0.9602 16.8612
C -25.7512 -2.0302 16.4350
O -26.2277 -3.1599 16.3917
O -24.4480 -1.6229 16.1205
H -23.3320 0.0239 16.4245
H -24.3840 0.1279 15.0196
H -26.0577 1.0947 16.7356
H -25.1529 0.3739 18.0357
C -21.7408 -9.1348 17.8195
C -22.9849 -9.1592 16.9888
O -22.8222 -7.9754 16.1434
C -21.8811 -7.1703 16.6909
O -21.5728 -5.9949 16.3467
O -21.3753 -7.8026 17.7329
H -21.0129 -9.8477 17.4321
H -21.9146 -9.4403 18.8512
H -23.8545 -8.9018 17.5936
H -23.0882 -10.1076 16.4615
C -18.3791 -3.6211 14.7840
C -17.4395 -2.7972 15.5810
O -16.2451 -3.1828 15.1222
C -16.3508 -3.9606 14.1037
O -15.4863 -4.3685 13.3833
O -17.5654 -3.9691 13.7098
H -19.1722 -3.0626 14.2870
H -18.8788 -4.4935 15.2050
H -17.4945 -2.9905 16.6523
H -17.6425 -1.7466 15.3731
C -22.2876 -3.3982 14.1982
S -22.1968 -2.7710 12.5495
O -20.6979 -2.6203 12.2382
C -22.8008 -4.2418 11.6228
H -23.3381 -3.5662 14.4354
H -21.8446 -2.6287 14.8304
H -21.7864 -4.3176 14.5010
H -22.1548 -5.0605 11.9397
H -22.6640 -4.0303 10.5623
H -23.8183 -4.6198 11.7228
*
```

## Properties
relative energy (zero: lowest compared OMol25 entry of this formula, charge and spin) = 138.9 kJ/mol
DFT total energy = -2607.7687 Eh
E_HOMO = -0.3348 Ha

Atomic partial charges in e from the Mulliken method, atoms 1 to 2: -0.22 0.19

---

Entry 4:
C20H31 | ωB97M-V/def2-TZVPD

The geometry in ORCA input format:
```
! RIJCOSX wB97M-V def2-TZVPD def2/J DEFGRID3
* xyz 1 1
C -3.2789 0.1281 1.7796
C -2.9016 -1.1759 2.5011
C -1.4059 -1.4685 2.6326
C -0.6493 -1.4827 1.2975
C 0.8642 -1.2443 1.4338
C 1.3176 0.0751 2.0458
C 2.1837 0.0358 3.0701
C 0.8869 1.4237 1.4874
C -0.6208 1.7005 1.3386
C -1.3963 1.7053 2.6630
C -2.8932 1.4238 2.5121
H -2.8541 0.1303 0.7698
H -4.3706 0.1330 1.6420
H -3.3467 -1.1749 3.5050
H -3.3573 -2.0130 1.9536
H -0.9327 -0.7967 3.3617
H -1.2946 -2.4793 3.0566
H -0.7926 -2.4883 0.8727
H -1.0830 -0.8020 0.5556
H 1.2771 -2.0585 2.0531
H 1.3323 -1.3475 0.4380
H 2.6138 0.9576 3.4668
H 2.3433 -0.9066 3.6016
H 1.3049 2.2055 2.1438
H 1.3568 1.5581 0.4969
H -0.7323 2.7104 0.9145
H -1.0652 1.0352 0.5896
H -0.9394 1.0405 3.4095
H -1.2863 2.7209 3.0758
H -3.3351 2.2683 1.9646
H -3.3499 1.4214 3.5110
C 4.9846 -0.5072 3.2995
C 4.9087 -0.4729 1.8194
C 5.2908 0.8103 1.1725
C 4.7254 -1.6594 1.0678
C 4.6449 -1.6569 -0.3679
C 4.6143 -2.8461 -1.0863
C 4.6104 -4.0850 -0.4283
C 4.6164 -4.1167 0.9721
C 4.6556 -2.9414 1.7110
H 4.3182 -1.2513 3.7383
H 5.9993 -0.7479 3.6509
H 4.7230 0.4720 3.7150
H 5.0284 0.8731 0.1127
H 4.8260 1.6603 1.6927
H 6.3834 0.9563 1.2384
H 4.6329 -0.7035 -0.9060
H 4.5995 -2.8076 -2.1767
H 4.5880 -5.0146 -1.0020
H 4.6036 -5.0721 1.4985
H 4.6840 -2.9913 2.8035
*
```

## Properties
relative energy (zero: lowest compared OMol25 entry of this formula, charge and spin) = 0.0 kJ/mol
DFT total energy = -780.3764 Eh
E_HOMO = -0.4458 Ha

Atomic partial charges in e from the Mulliken method, atoms 1 to 2: -0.55 -1.00